(1)
C28H62F6NO28S2Tl | ωB97M-V with the def2-TZVPD basis set

Last column: Mulliken charge in e.
Atoms and positions in Å:
1 Tl -14.68747 -3.43298 12.38142  0.9996
2 C -8.85101 -1.68339 7.21648  -0.3249
3 C -9.83673 -1.56344 8.28701  0.4275
4 C -10.05702 -0.12984 8.97814  0.4615
5 O -11.07407 -0.05123 9.74832  -0.5636
6 C -9.23903 0.99901 8.51310  -0.1244
7 C -8.26355 0.74719 7.60371  0.2925
8 C -8.03279 -0.58771 6.98577  0.3290
9 O -7.01488 -0.90572 6.24822  -0.5336
10 O -7.77469 1.89409 7.19434  -0.4719
11 O -10.54000 -2.48309 8.71743  -0.5793
12 H -8.69185 -2.65563 6.77397  0.5115
13 H -9.51090 1.96850 8.90371  0.5734
14 C -4.11384 3.96752 12.87304  0.6565
15 F -2.83952 3.78221 13.27571  -0.2247
16 F -4.32146 3.50843 11.67646  -0.2150
17 F -4.86152 3.21285 13.71599  -0.2565
18 S -4.61488 5.78049 13.15595  0.9441
19 O -5.89279 5.83768 12.49000  -0.6334
20 O -4.60243 6.00809 14.61052  -0.5216
21 N -3.44227 6.56176 12.07151  -0.4195
22 S -2.33570 7.10521 12.99202  0.9599
23 O -2.01960 6.33613 14.19926  -0.5870
24 O -1.11426 7.47603 12.24952  -0.6836
25 C -3.08936 8.84537 13.52805  0.6662
26 F -3.49508 9.42231 12.43151  -0.2450
27 F -4.06055 8.74849 14.36860  -0.1983
28 F -2.07902 9.55053 14.06544  -0.2414
29 C -8.46701 -10.07197 8.37724  -0.5162
30 C -9.09476 -8.71600 8.37804  -0.1924
31 O -8.53922 -7.82654 9.27886  -0.5300
32 O -8.49364 -10.56218 9.72349  -0.5126
33 H -7.45364 -10.09499 7.97644  0.3057
34 H -9.12958 -10.65692 7.73933  0.2945
35 H -10.12273 -8.95779 8.64807  0.2268
36 H -9.04733 -8.23457 7.40128  0.3134
37 H -8.91582 -6.95185 9.15763  0.2960
38 H -7.86439 -10.01860 10.20324  0.3155
39 C -8.46003 9.07779 6.61467  -0.2510
40 C -8.35061 8.52541 8.02798  -0.5202
41 O -7.23137 9.13391 8.63081  -0.4776
42 O -7.37780 8.62961 5.78187  -0.5039
43 H -8.61518 10.14326 6.44491  0.2874
44 H -9.44665 8.68228 6.37332  0.2675
45 H -8.16929 7.45136 8.06854  0.2303
46 H -9.21857 8.68501 8.66775  0.3749
47 H -7.60064 9.71665 9.29838  0.2919
48 H -7.65826 8.81729 4.88313  0.3006
49 C -9.35133 2.73159 0.08874  -0.2417
50 C -9.50407 1.37330 0.80356  -0.4636
51 O -10.76478 1.13692 1.44762  -0.4953
52 O -9.02054 3.68992 1.04677  -0.4916
53 H -10.21111 3.06082 -0.49478  0.2447
54 H -8.49524 2.67695 -0.58375  0.2802
55 H -8.68863 1.09210 1.46996  0.2691
56 H -9.46280 0.61362 0.02300  0.2994
57 H -11.37258 0.75903 0.80779  0.3037
58 H -9.63265 3.52723 1.76819  0.2964
59 C -11.32076 -0.66990 16.76729  -0.4503
60 C -10.20428 -0.81538 15.78737  -0.3070
61 O -10.40995 -1.88894 14.87944  -0.5240
62 O -12.57141 -0.54218 16.07902  -0.5066
63 H -11.07769 0.18881 17.39311  0.2769
64 H -11.29764 -1.46902 17.50821  0.3141
65 H -9.26245 -0.88546 16.33155  0.3374
66 H -10.15745 -0.04083 15.02186  0.2337
67 H -9.57161 -2.28582 14.63194  0.3103
68 H -12.61741 0.31534 15.64990  0.3158
69 C -13.86454 4.91970 13.20071  -0.5960
70 C -15.34085 5.12713 13.07383  -0.2462
71 O -15.86871 4.39080 11.98748  -0.5099
72 O -13.63596 3.58526 13.62475  -0.4732
73 H -13.48530 5.57131 13.98791  0.2752
74 H -13.31222 5.09135 12.27681  0.3479
75 H -15.31820 6.20225 12.89578  0.2798
76 H -15.95786 4.90769 13.94517  0.3214
77 H -16.77350 4.71144 11.99949  0.3091
78 H -13.31361 3.20193 12.80576  0.2914
79 C -8.53875 -4.91498 -0.67917  -0.5569
80 C -8.08371 -4.68030 0.77777  -0.1574
81 O -6.92001 -3.90598 0.77429  -0.5195
82 O -7.61416 -5.64504 -1.49046  -0.5132
83 H -8.73860 -3.94428 -1.13293  0.3002
84 H -9.48481 -5.45630 -0.68547  0.3119
85 H -7.90030 -5.66226 1.21387  0.2215
86 H -8.83121 -4.14456 1.36284  0.3061
87 H -6.80738 -3.51557 1.64405  0.2959
88 H -7.08642 -4.99316 -1.95750  0.3110
89 C -4.12295 -6.31095 6.71627  -0.2560
90 C -3.05994 -5.68166 5.81074  -0.5048
91 O -2.51638 -4.50952 6.35464  -0.4743
92 O -3.54620 -6.80421 7.91673  -0.5159
93 H -4.47668 -7.17752 6.15770  0.2220
94 H -5.02710 -5.71879 6.85752  0.3307
95 H -3.42545 -5.51386 4.79765  0.2782
96 H -2.15921 -6.28162 5.68101  0.3215
97 H -3.18059 -3.81720 6.32088  0.2882
98 H -2.85556 -7.43555 7.70221  0.3110
99 C -13.79095 -5.62050 3.11612  -0.4286
100 C -13.54012 -7.21230 2.96508  -0.3659
101 O -12.16875 -7.64182 3.16195  -0.5060
102 O -13.61335 -5.44730 4.45778  -0.5089
103 H -14.79002 -5.28647 2.83616  0.2887
104 H -13.06519 -4.98701 2.60616  0.2590
105 H -13.78737 -7.45417 1.93142  0.3332
106 H -14.33293 -7.74059 3.49466  0.3079
107 H -12.21981 -8.59885 3.10660  0.3036
108 H -12.66819 -5.55535 4.58664  0.3164
109 C -13.76744 3.94533 6.05346  -0.2965
110 C -14.62178 2.77165 5.43770  -0.3889
111 O -13.96078 1.50375 5.41451  -0.4991
112 O -12.44022 4.01840 5.46868  -0.4872
113 H -13.71069 3.88660 7.14040  0.2436
114 H -14.37019 4.82444 5.82549  0.2680
115 H -15.00329 3.05030 4.45540  0.2729
116 H -15.52032 2.58606 6.02615  0.3138
117 H -13.25526 1.63466 4.77678  0.2979
118 H -11.81809 3.56217 6.03999  0.2762
119 C -0.54897 1.68553 7.06963  -0.2955
120 C 0.62841 2.61353 7.44803  -0.4981
121 O 0.02992 3.61988 8.22319  -0.4711
122 O -1.55017 2.49760 6.40045  -0.5137
123 H -1.02940 1.17369 7.90347  0.2568
124 H -0.21544 0.89704 6.39498  0.3140
125 H 1.09560 3.02401 6.55285  0.2221
126 H 1.44052 2.23702 8.06997  0.3766
127 H 0.46809 3.51678 9.07112  0.3183
128 H -2.20022 1.88069 6.05630  0.2906

The calculation puts the energy relative to the best compared isomer or geometry (same formula, charge and spin) at 910.02 kJ/mol. The orbital gap is 1.840 eV. For the electronic energy, the calculation gives -131509.1044 eV. Its spin multiplicity is 1.

---

(2)
C5H8O2 | ωB97M-V with the def2-TZVPD basis set

Last column: Mulliken charge in e.
Atoms and positions in Å:
1 O 0.41335 2.67681 -0.62093  -0.2278
2 C 0.28480 1.49016 -1.15187  -0.4478
3 C 1.00121 0.43654 -0.32951  -0.3880
4 C -0.02148 -0.58581 0.15105  1.1486
5 C -0.09848 -1.91968 -0.44564  -0.6684
6 O 0.51649 -1.71388 0.82426  -0.5036
7 C -1.23752 0.06273 0.76177  -1.4535
8 H 0.96908 2.69306 0.20008  0.3265
9 H -1.66177 0.75205 0.03024  0.3899
10 H 1.53971 0.83438 0.55995  0.2907
11 H 1.73229 -0.05086 -0.98718  0.3297
12 H -1.04246 -2.46741 -0.42273  0.2478
13 H 0.57714 -2.18807 -1.25845  0.2595
14 H -0.96375 0.64361 1.65098  0.2932
15 H -2.00861 -0.66364 1.03798  0.4032

The calculation puts the energy relative to the best compared isomer or geometry (same formula, charge and spin) at 379.81 kJ/mol. The orbital gap is 9.620 eV. For the electronic energy, the calculation gives -9405.8958 eV. Its spin multiplicity is 1.